No. 1
The following is a DFT calculation (wB97M-V/def2-TZVPD) of a structure of composition C15H46Ag4N12O9.

```
86
Properties=species:S:1:pos:R:3:mulliken_charge:R:1
Ag -2.7253 3.1857 -0.6653 0.4927
Ag -3.9758 -0.0546 -1.8153 0.6515
Ag -0.0387 5.0093 -1.2851 0.7210
Ag -0.6126 2.2515 -3.1067 0.3844
O -0.3558 2.7120 -0.1579 -0.0313
C -0.0134 1.3331 -0.1352 1.7549
C -1.0853 0.2794 -0.5959 -0.2498
O -1.5231 0.1781 -1.9488 -0.3583
H 0.3224 0.9760 0.8431 -0.8125
H 0.8626 1.1852 -0.7758 -0.4966
H -2.0150 0.4754 -0.0421 0.1764
H -0.7834 -0.7373 -0.3183 -0.1958
C -0.5570 -0.8325 5.1004 -0.9539
C 0.8912 -1.2936 5.2265 0.9576
C 1.9340 -0.3508 4.6352 -1.4357
O 1.8788 0.0225 3.2501 -0.1644
C 1.8510 -1.1674 2.4740 -0.9524
N 1.1816 -1.3779 6.6893 -0.8119
H -0.7396 0.0542 5.7145 0.4408
H -1.2705 -1.5829 5.4435 0.4574
H -0.8956 -0.4837 4.1177 -0.2881
H 1.1538 -2.2941 4.8832 0.1816
H 2.8674 -0.8661 4.8984 0.3831
H 2.1476 0.5636 5.1980 0.5804
H 2.4044 -2.0369 2.8309 0.5361
H 2.0320 -0.9469 1.4207 0.3483
H 0.8347 -1.5944 2.4339 0.1989
H 0.7618 -0.5702 7.1505 0.3110
H 0.5119 -2.0594 7.0475 0.2962
C -1.2593 0.0778 -6.1467 -0.8698
C -0.3093 1.2674 -6.3018 0.4392
C 1.1151 1.0197 -5.7452 -0.6912
O 1.0326 1.1054 -4.3242 0.0651
C 2.1108 0.4891 -3.6290 -0.6224
N -0.2367 1.5065 -7.7478 -0.7603
H -2.2189 0.2988 -6.6127 0.4167
H -1.4630 -0.0487 -5.0778 -0.1443
H -0.8965 -0.8642 -6.5555 0.3938
H -0.8404 2.1471 -5.9089 0.0621
H 1.9382 1.4722 -6.3059 0.3973
H 1.3381 -0.0351 -5.9599 0.3944
H 2.2898 -0.5434 -3.9229 0.2663
H 1.8626 0.5021 -2.5648 0.0211
H 2.9934 1.1310 -3.6772 0.3528
H 0.0882 0.6567 -8.2042 0.2881
H 0.4899 2.1664 -8.0136 0.2599
C -3.4031 -1.5831 2.5783 0.6803
O -2.5761 -2.4827 2.4885 -0.6328
N -3.1100 -0.3078 2.1952 -0.1478
N -4.5834 -1.7619 3.2309 -0.4604
H -3.8020 0.4041 2.3333 0.1756
H -2.1281 -0.2053 2.0058 -0.2405
H -5.2936 -1.0813 3.4224 0.1422
H -4.7486 -2.7325 3.4471 0.2631
C -0.9960 3.1100 3.6672 0.4362
O -1.4629 3.5945 4.6875 -0.6585
N -1.4903 3.4284 2.4228 -0.2306
N -0.0108 2.1967 3.5971 0.0334
H -2.2005 4.1404 2.4814 0.2313
H -0.9764 3.0671 1.6360 0.0411
H 0.5636 1.8424 4.3410 -0.0163
H 0.2397 1.7827 2.7198 0.0638
C -0.5585 -3.0322 -3.5527 0.5796
O -0.5135 -4.2187 -3.8708 -0.6349
N -1.7490 -2.3552 -3.5527 -0.1857
N 0.4239 -2.3767 -2.9049 -0.0890
H -1.8099 -1.4161 -3.2043 0.0049
H -2.5596 -2.7873 -3.9598 0.1704
H 0.1121 -1.5349 -2.4482 -0.1396
H 1.3984 -2.5564 -3.0622 0.1908
C 4.1872 3.3981 0.2547 0.5671
O 5.2436 3.2044 0.8320 -0.5829
N 4.0344 3.8578 -1.0022 -0.2858
N 3.0115 2.8291 0.6619 -0.1288
H 3.0976 3.9142 -1.3465 0.0599
H 4.7850 4.1788 -1.5900 0.2080
H 3.0038 2.2270 1.4725 0.1177
H 2.1073 3.1991 0.4265 -0.0175
C 0.2407 -4.3863 0.8774 0.5347
O 1.1444 -5.1850 0.6488 -0.6815
N -0.3582 -4.2457 2.0918 -0.2812
N -0.3326 -3.6404 -0.1044 -0.0603
H -1.0530 -3.5294 2.2267 0.2879
H 0.1017 -4.7239 2.8459 0.2169
H -0.9470 -2.9362 0.2743 -0.0588
H -0.1108 -3.6217 -1.0811 0.1373
```

Summary:
LUMO level	-10.17	eV
highest occupied orbital energy	-0.4680	Eh
frontier orbital gap	2.57	eV
charge	+2

No. 2
The following is a DFT calculation (wB97M-V/def2-TZVPD) of a structure of composition C15H47BFeN16O11S.

```
92
Properties=species:S:1:pos:R:3:mulliken_charge:R:1
C -2.8166 -3.0775 -2.1212 -1.2074
C -2.6905 -1.7144 -2.8416 0.1108
N -3.6708 -0.7463 -2.4170 0.3966
C -3.4027 0.3733 -1.6337 -0.5757
C -4.6930 1.0480 -1.4253 -1.2280
N -5.6192 0.4464 -2.2677 0.2407
C -5.0121 -0.7009 -2.8250 -0.5999
C -6.9920 0.8094 -2.5052 -0.9081
H -3.7278 -3.5702 -2.4576 0.4292
H -2.8492 -2.9665 -1.0380 0.1837
H -1.9868 -3.7266 -2.4076 0.3603
H -2.9463 -1.9148 -3.8881 0.3520
H -1.7286 -1.2096 -2.7531 -0.3838
H -2.4080 0.5773 -1.2790 0.9675
H -4.9810 1.8739 -0.7991 0.4323
H -5.5822 -1.3982 -3.4121 0.4370
H -7.1740 1.8707 -2.3635 0.3089
H -7.5754 0.2173 -1.7876 0.3591
H -7.3345 0.4491 -3.4751 0.2845
Fe 2.2732 -0.6698 -0.7424 -0.0073
B 0.3110 -0.2035 0.0159 3.9149
H -0.5147 0.2239 0.6584 -1.3212
H -0.1270 -0.5461 -0.9849 -0.4305
H 1.0964 0.5943 -0.1232 0.7824
H 0.8605 -1.1055 0.4028 0.2383
C 0.9013 -1.0760 -3.7754 0.4611
O 1.5317 -0.9433 -2.7071 -0.3618
N 0.2893 -0.0201 -4.3176 -0.2929
N 0.7474 -2.2605 -4.4061 -0.3708
H 0.3981 0.8560 -3.8292 0.1606
H -0.2819 -0.0889 -5.1410 0.2229
H 0.3074 -2.3341 -5.3049 0.2005
H 1.1930 -3.0396 -3.9612 0.1116
C 1.9569 -3.9821 -0.5022 0.5127
O 1.9030 -2.7378 -0.5885 -0.6376
N 1.9654 -4.6018 0.6938 -0.2573
N 2.0587 -4.8591 -1.5303 -0.3967
H 2.2801 -5.5514 0.6614 0.2042
H 1.8052 -4.0823 1.5574 0.1315
H 1.9672 -4.4837 -2.4579 0.1050
H 2.3094 -5.8211 -1.4187 0.1760
C -0.4182 -3.5003 2.5367 0.6834
O 0.7563 -3.4781 2.9535 -0.7718
N -1.3504 -4.3445 3.0320 -0.4202
N -0.8438 -2.7299 1.5139 0.0920
H -0.9095 -4.8101 3.8137 0.2947
H -2.2584 -4.4693 2.6332 0.1576
H -0.2543 -2.0232 1.0991 -0.7858
H -1.7174 -2.9940 1.0962 0.1865
C 3.3194 -0.9123 2.2412 0.6289
O 3.2092 -0.5774 1.0342 -0.4390
N 2.3261 -0.7022 3.1340 -0.0875
N 4.3877 -1.5299 2.7619 -0.3885
H 1.4790 -0.1896 2.9188 -0.1683
H 2.5563 -1.0813 4.0336 0.1783
H 5.1973 -1.8842 2.2831 0.2486
H 4.4348 -1.6945 3.7525 0.1348
C -1.0333 3.1785 -1.0952 0.5447
O -0.2364 2.8799 -2.0047 -0.7366
N -2.1814 3.8339 -1.3418 -0.3516
N -1.0099 2.6558 0.1511 0.1484
H -2.4715 4.2320 -2.2183 0.2284
H -2.8831 3.9202 -0.6304 0.1252
H -0.4764 1.7962 0.1432 -0.8284
H -1.7065 2.8559 0.8406 0.2952
C 3.5037 2.2610 -1.3964 0.5513
O 3.2349 1.0345 -1.2227 -0.6765
N 4.7330 2.7236 -1.2793 -0.3280
N 2.5436 3.1532 -1.6424 -0.1124
H 4.9397 3.6891 -1.4701 0.1995
H 5.5271 2.1351 -1.0884 0.2506
H 1.6046 2.8212 -1.8492 0.0049
H 2.6986 4.1295 -1.4649 0.2690
C -1.0014 1.1079 3.8201 0.6609
O 0.1919 1.2190 3.5182 -0.5751
N -1.9646 0.5557 3.0551 -0.2527
N -1.4511 1.4553 5.0589 -0.4778
H -1.7320 0.1267 2.1781 -0.1222
H -2.9401 0.6202 3.2827 0.1941
H -0.8994 2.0486 5.6515 0.2315
H -2.3339 1.1140 5.3916 0.1462
C 2.0633 3.7670 1.7506 0.2448
C 2.3820 3.9872 3.2721 -0.2413
O 3.7613 4.1412 3.4149 -0.3635
S 4.5675 3.6817 2.0982 1.0036
O 4.7145 2.2526 2.1348 -0.4338
O 5.7080 4.4891 1.8397 -0.5561
O 3.2875 4.1324 1.1632 -0.3428
H 1.2571 4.4141 1.4163 0.4060
H 1.8045 2.7264 1.5534 -0.2498
H 2.0667 3.1240 3.8669 0.1638
H 1.7766 4.7503 3.7639 0.3316
```

Summary:
LUMO level (spin up / spin down)	-4.27 / -7.48	eV
ΔE to the lowest compared entry with this formula, charge and spin	0.00	kcal per mole
highest occupied orbital energy (spin up / spin down)	-0.2996 / -0.4794	Eh
expectation value of S²	20.018
2S+1	9
frontier orbital gap (spin up / spin down)	3.89 / 5.57	eV
charge	+2

No. 3
The following is a DFT calculation (wB97M-V/def2-TZVPD) of a cluster of 9 separate species, C15H48N2O9 in total.

```
74
Properties=species:S:1:pos:R:3:mulliken_charge:R:1
C 12.3830 0.6450 31.2600 -0.8547
C 13.1830 1.2960 30.0500 -0.4214
O 12.0930 1.8680 29.2740 -0.3045
H 11.7290 -0.1120 30.8930 0.1159
H 11.8930 1.4650 31.8000 0.1784
H 13.1590 0.2710 31.8600 0.5234
H 13.7790 0.4740 29.5980 0.3211
H 13.8690 2.1520 30.3940 0.2760
H 12.1060 1.4660 28.4300 0.2078
C 9.6940 2.9560 27.4400 -0.0153
C 8.4640 3.7730 27.0840 -0.2459
O 8.6570 4.0790 25.7320 -0.5861
H 10.5990 3.5610 27.4010 0.3372
H 9.7940 2.1750 26.7030 0.3750
H 9.5970 2.5080 28.3880 -0.3551
H 8.4050 4.6400 27.7150 0.1868
H 7.5700 3.1800 27.2300 0.1800
H 8.7220 3.3200 25.1690 0.3296
C 9.2560 -2.3320 27.3020 -1.1330
C 9.7710 -0.9380 26.9880 -0.4679
O 10.2000 -0.3680 28.2050 -0.3094
H 8.4310 -2.3950 27.9110 0.1448
H 10.0920 -2.8430 27.7740 0.2985
H 9.0120 -2.8750 26.4020 0.5075
H 9.0550 -0.2720 26.5770 0.3051
H 10.5490 -1.0730 26.2260 0.3800
H 10.9970 -0.7370 28.5200 0.1926
C 6.1100 -3.6580 29.8550 -0.5554
C 7.3070 -4.2290 30.5620 -0.5044
O 7.8580 -3.4680 31.5180 -0.5457
H 5.4730 -3.3820 30.6670 -0.0029
H 5.7520 -4.5080 29.2950 0.4341
H 6.2690 -2.8280 29.1860 -0.0027
H 8.0030 -4.4790 29.8110 0.3832
H 6.9580 -5.2390 30.8870 0.3809
H 8.6150 -3.9610 31.8760 0.2660
C 3.7400 -1.6360 32.3700 -1.6327
C 5.2050 -1.0990 32.1750 0.6100
O 5.1640 0.2850 32.2320 -0.6489
H 3.1600 -1.1860 31.5690 0.3422
H 3.2370 -1.2720 33.2010 0.4545
H 3.6040 -2.6930 32.3380 0.4012
H 5.5120 -1.4150 31.2080 -0.3838
H 5.8610 -1.4630 32.9170 0.4178
H 6.0080 0.5540 32.5070 0.2789
C 5.6270 3.9050 31.0670 -1.3516
C 6.8260 3.1640 31.4570 0.2619
O 7.8300 3.4900 30.5110 0.1537
H 5.3860 3.7520 30.0090 0.2711
H 5.6710 5.0290 31.2560 0.2989
H 4.7210 3.5930 31.5780 0.4099
H 6.6260 2.1570 31.6040 -0.3327
H 7.2110 3.3900 32.4590 0.4318
H 7.5930 3.0690 29.6760 -0.0810
C 8.5660 0.1000 31.2510 -0.2401
O 8.0520 0.2560 32.5650 -0.8832
N 8.6920 -1.0740 30.6580 0.4099
N 9.2560 0.9990 30.6590 0.7692
H 8.3860 -1.9630 31.1190 0.3893
H 9.1330 -1.0360 29.7370 -0.0189
H 9.4160 1.8120 31.2170 0.1411
H 9.8240 0.9020 29.8620 -0.3682
C 6.1060 0.6410 28.8120 -0.2518
O 7.3390 1.1580 28.5190 -0.0081
H 5.3930 0.9960 28.0480 0.3341
H 5.8170 1.0940 29.7380 0.2311
H 6.1220 -0.4600 28.9370 -0.2457
H 7.9900 0.6360 28.9740 -0.0927
C 10.6080 4.9080 30.7450 -0.4989
O 9.5360 5.6610 30.2090 -0.6237
H 11.0240 4.2170 29.9630 0.1027
H 10.5030 4.5060 31.7820 0.1917
H 11.4520 5.5980 30.9630 0.3732
H 8.7090 5.1920 30.4050 0.3682
```

Summary:
LUMO level	-0.10	eV
ΔE to the lowest compared entry with this formula, charge and spin	25.94	kcal per mole
SMILES string	NC(N)=O.CCO.CCO.CCO.CCO.CCO.CCO.CO.CO
highest occupied orbital energy	-0.3393	Eh
frontier orbital gap	9.14	eV